Here is a structure of composition C35H44N7OW from the OMol25 dataset. Energies are from ωB97M-V/def2-TZVPD.

Last column: Mulliken spin population.
Cartesian coordinates (Å):
W: -0.08745 -0.10279 -0.87897  0.847
N: -4.01522 2.02664 -0.42934  0.003
C: -2.76001 1.63110 -0.27853  0.011
N: -2.12833 0.87919 -1.12676  0.046
C: -2.78323 0.45077 -2.29932  0.026
N: -2.14382 -0.25116 -3.14284  -0.032
N: -0.82002 -0.45944 -2.73557  0.143
C: 0.04062 -0.81987 -3.72197  0.364
C: 1.39103 -0.61365 -3.41935  0.046
C: 2.46586 -0.86943 -4.28475  0.077
C: 3.73486 -0.53042 -3.89633  0.001
C: 3.92738 0.07662 -2.64826  0.115
C: 2.84399 0.28853 -1.83194  -0.016
N: 1.59710 -0.06215 -2.18453  0.133
C: -4.17614 0.85841 -2.51371  -0.004
C: -4.90550 0.49496 -3.64388  0.008
C: -6.20690 0.92658 -3.79633  -0.004
C: -6.79756 1.73479 -2.82347  0.008
C: -6.08752 2.11004 -1.70154  -0.004
C: -4.78009 1.66347 -1.55661  0.006
H: -4.42882 2.61191 0.27789  0.000
H: -2.23534 1.95652 0.61040  0.003
H: -0.34123 -1.08829 -4.69612  0.019
H: 2.26495 -1.32738 -5.24545  0.001
H: 4.57849 -0.72431 -4.54610  0.001
H: 4.91094 0.37059 -2.31068  0.002
H: 2.94721 0.73538 -0.85373  0.002
H: -4.42911 -0.12878 -4.38847  0.000
H: -6.77073 0.63956 -4.67437  0.000
H: -7.81702 2.07502 -2.94746  0.001
H: -6.53808 2.74190 -0.94410  0.000
C: 1.27563 5.13802 -0.29661  0.005
C: 1.47050 4.07562 0.79556  0.003
C: 2.96572 3.93967 1.12253  0.007
C: 0.69932 4.48009 2.06076  0.005
C: 0.96377 2.78192 0.29788  0.002
C: 0.57459 1.70910 -0.13005  0.080
H: 1.64710 6.10242 0.05721  0.000
H: 0.21966 5.24612 -0.55133  -0.001
H: 1.81995 4.86689 -1.20229  -0.001
H: 3.36244 4.90049 1.46052  0.000
H: 3.52690 3.62733 0.23999  -0.001
H: 3.12566 3.20286 1.91261  0.000
H: 1.05477 5.44923 2.41915  0.000
H: 0.84490 3.74709 2.85789  -0.001
H: -0.37035 4.56261 1.85440  -0.002
C: -3.28281 -1.96052 3.55732  0.000
N: -2.37449 -1.78214 2.42895  -0.001
C: -2.73433 -2.53167 1.23326  -0.008
C: -1.53160 -0.72267 2.32369  0.004
O: -1.28663 -0.20308 1.21517  -0.010
N: -0.96792 -0.23701 3.46120  0.001
C: -0.36209 1.08812 3.47171  -0.006
C: -0.68024 -1.05893 4.63020  0.000
H: -4.30213 -2.02872 3.17406  0.000
H: -3.23697 -1.11226 4.23260  0.000
H: -3.06916 -2.87284 4.11612  0.000
H: -2.71755 -3.59972 1.45681  0.000
H: -2.02436 -2.32979 0.44091  0.010
H: -3.74039 -2.26291 0.89767  0.001
H: -0.81426 1.70027 4.25526  0.000
H: -0.48440 1.56585 2.50645  0.006
H: 0.70818 1.00669 3.67386  0.000
H: -0.80066 -2.11277 4.39677  0.000
H: -1.31165 -0.80353 5.48398  0.000
H: 0.36069 -0.89741 4.91596  0.000
C: 1.09431 -3.52026 1.49896  0.010
C: 1.64156 -2.29016 0.75506  -0.065
C: 1.95330 -1.19898 1.77454  0.057
C: 0.64406 -1.81988 -0.29514  0.108
C: 2.90170 -2.68396 -0.03944  -0.021
C: 2.80892 -3.62182 -1.07174  0.022
C: 3.91869 -3.98034 -1.82055  0.002
C: 5.15944 -3.41100 -1.55052  0.003
C: 5.27142 -2.49194 -0.52068  -0.001
C: 4.15248 -2.13086 0.22471  0.008
H: 0.21450 -3.24830 2.09063  -0.002
H: 1.85455 -3.92061 2.17411  0.001
H: 0.80555 -4.31283 0.80604  -0.001
H: 1.02974 -0.86024 2.23043  -0.015
H: 2.42825 -0.32665 1.31960  -0.010
H: 2.60815 -1.57569 2.56377  0.001
H: 0.32762 -2.63133 -0.96181  0.005
H: 1.85432 -4.08187 -1.30240  -0.003
H: 3.81631 -4.70879 -2.61613  0.000
H: 6.02880 -3.69158 -2.13179  0.000
H: 6.23298 -2.04953 -0.28911  0.001
H: 4.27525 -1.41213 1.02349  0.002

HOMO-LUMO gap (alpha / beta): 6.386 / 6.489 eV
expectation value of S²: 2.03
charge: +1
spin multiplicity: 3

=====

Here is the molecule C4H8N2S from the OMol25 dataset. Energies are from ωB97M-V/def2-TZVPD.

Last column: Mulliken charge in e.
Cartesian coordinates (Å):
C: 2.50206 -0.98646 -0.08372  -0.992
C: 1.04116 -0.82867 0.11411  0.103
N: 0.43791 0.24171 -0.26154  -0.590
N: -0.92830 0.43888 -0.10803  0.469
C: -1.32512 1.88658 -0.13062  -0.842
C: -1.87582 -0.44490 0.16530  -0.073
S: -1.98327 -2.05007 -0.19747  -0.317
H: 3.02380 -0.07526 -0.29919  0.286
H: 2.69553 -1.63350 -0.95076  0.253
H: 2.84894 -1.51619 0.81974  0.287
H: 0.47231 -1.66247 0.54630  0.304
H: -1.81701 2.16542 -1.07881  0.279
H: -2.01506 2.07230 0.72763  0.316
H: -0.41093 2.44715 -0.01322  0.302
H: -2.66619 -0.05453 0.75027  0.213

HOMO-LUMO gap: 8.454 eV

=====

Here is a cluster of 3 separate species, CH9N2O2 in total from the OMol25 dataset. Energies are from ωB97M-V/def2-TZVPD.

Last column: Mulliken charge in e.
Cartesian coordinates (Å):
N: -1.00809 0.28426 0.59346  -0.261
C: -1.52882 0.43403 -0.61479  0.240
N: -0.94415 -0.07989 -1.72898  -0.338
H: -0.04274 -0.09294 0.67889  0.270
H: -1.54460 0.46614 1.44005  0.241
H: -2.50928 1.07078 -0.70518  0.297
H: -1.32249 0.37505 -2.56900  0.282
H: 0.05457 -0.42976 -1.65310  0.241
H: 1.87878 -2.18266 0.25660  0.305
H: 0.81900 -2.97873 -0.59248  0.336
O: 1.22611 -2.09989 -0.37497  -0.631
H: 1.52174 2.43100 1.62480  0.299
H: 2.11809 1.33518 2.04177  0.322
O: 1.28188 1.46743 1.60294  -0.603

HOMO-LUMO gap: 12.067 eV
charge: +1

=====

Ordered calculated total energy results: -51306.096, -18091.221, -8251.852; unit eV.
Ordered molecular weight results: 762.625, 116.189, 81.095; unit u.
Ordered ΔE to the lowest compared entry with this formula, charge and spin results: 0.0, 58.1, 28.0; unit kcal per mole.